This record from the OMol25 dataset describes 8 unconnected molecules or ions with the total composition C45H63F11N2O24PS2 at a distorted geometry. The level of theory is ωB97M-V with the def2-TZVPD basis set.

```
148
Properties=species:S:1:pos:R:3:forces:R:3
C 2.69625 3.39682 2.64432 -0.363 0.097 -0.559
C 3.55248 2.32821 1.76089 -1.160 0.700 0.689
C 2.48716 1.61034 0.74675 2.030 2.017 0.164
N 2.23043 0.23421 1.24876 -2.696 -1.235 -0.745
C 1.15928 -0.49559 0.58759 0.753 -1.049 -1.903
N -0.18444 -0.56533 0.84767 3.411 0.779 1.067
P -0.51376 0.49929 2.21627 -1.383 1.013 2.483
S -2.28576 0.53423 2.95917 -0.345 -0.147 -0.226
C -1.06988 -1.48398 -0.00534 0.686 1.112 -0.802
C -2.50305 -0.80550 -0.26903 -0.712 0.967 -0.377
C -2.64491 0.74904 -0.58487 -0.988 0.920 -0.439
C -1.48422 -2.81512 0.76460 0.523 -1.894 2.070
F -0.62207 -3.93630 0.70109 -0.673 2.278 -0.366
F -1.52985 -2.51640 2.18103 0.045 -0.311 -2.811
C -2.90738 -3.49277 0.48667 -1.704 -1.538 1.025
F -3.21089 -3.82006 -0.84278 1.020 0.671 1.996
F -2.88735 -4.73924 1.21421 0.104 2.442 -1.584
C 0.01559 -1.55470 -1.22365 0.679 -3.945 -2.985
C 0.08566 -2.94492 -2.09106 -0.708 -0.189 -0.918
C -1.21902 -3.19232 -3.02383 0.783 -0.443 -0.893
C -1.43110 -4.77459 -3.14571 0.546 0.555 2.155
S -2.99411 -5.29861 -3.98535 -0.052 -0.089 -0.103
C -0.27830 -0.58792 -2.46252 2.527 3.220 -0.131
C 0.55724 0.90192 -2.33275 -3.703 0.685 2.040
C -0.38891 2.25958 -2.71259 2.641 -0.349 -0.323
O 0.13500 1.82229 -1.23325 3.493 -2.701 -3.337
C 1.52887 -1.54102 -0.60387 -0.330 1.614 1.737
C 2.77004 -1.28672 -1.56497 -0.068 0.271 -1.531
C 2.04402 -2.75265 0.32769 -0.744 0.090 2.141
C 3.53708 -2.60878 0.91115 0.690 -1.125 0.373
C 4.49402 -3.76386 0.26550 0.255 0.081 -1.359
C 5.89070 -3.19307 -0.25744 1.801 1.209 1.916
O 6.61279 -2.47867 0.47935 -2.646 -2.420 -2.884
O 6.31585 -3.55277 -1.58616 -1.626 1.295 1.842
C 6.14039 -2.39848 -2.48586 1.304 0.212 -0.422
C 7.47210 -2.34098 -3.39174 -1.344 0.165 0.025
H 3.35616 4.10255 3.24717 -0.820 -1.056 -0.733
H 2.04277 4.05390 1.95706 1.224 -0.888 0.877
H 1.94599 2.86019 3.32674 1.385 0.903 -0.981
H 4.01075 1.57935 2.49711 -0.486 0.945 -1.318
H 4.37186 2.89001 1.19277 -1.270 -1.045 0.780
H 2.96538 1.63613 -0.29641 -0.882 -0.560 1.378
H 1.60306 2.32442 0.71561 0.795 -1.385 -0.027
H 2.30444 0.08752 2.27816 -0.547 0.763 -0.973
H -0.15670 1.87894 1.93896 0.396 -1.247 -0.587
H 0.38542 0.09271 3.27228 -0.415 -0.015 -1.445
H -3.15968 -0.89866 0.67717 1.309 -0.368 -1.514
H -2.98081 -1.34586 -1.17124 0.720 0.562 1.646
H -2.01709 1.46890 0.02508 -0.563 -1.163 -0.715
H -3.73817 1.04017 -0.33443 1.710 -0.637 -0.258
H -2.54605 1.05765 -1.68336 0.226 -0.638 1.554
H -3.80206 -2.93153 0.92627 1.555 -0.593 -0.733
H 0.95025 -2.83843 -2.85158 -1.149 -0.014 1.523
H 0.33935 -3.86980 -1.49564 -0.568 1.129 -0.437
H -2.13717 -2.60180 -2.70768 1.099 -1.095 -0.219
H -0.96497 -2.82410 -4.08907 -0.544 -0.427 1.658
H -0.46509 -5.20513 -3.61576 -2.099 0.513 0.401
H -1.46282 -5.19555 -2.07022 0.065 0.541 -1.709
H -3.98110 -5.45311 -3.01339 1.413 0.323 -0.290
H -1.35292 -0.36222 -2.69622 1.162 -0.254 0.583
H 0.20973 -0.92662 -3.45174 -0.889 -0.061 1.769
H 1.69793 0.92815 -2.70408 -2.784 0.211 0.990
H 0.48264 2.54092 -3.45464 0.051 0.316 1.520
H -0.35971 3.29150 -2.24552 -1.861 -0.593 -0.897
H 3.42861 -2.21739 -1.75012 -1.379 1.215 0.758
H 2.37931 -1.06768 -2.63092 0.755 0.030 1.731
H 3.49006 -0.47085 -1.20559 -1.300 -1.011 -0.490
H 1.38626 -2.70820 1.28085 0.818 -0.596 -1.545
H 1.95696 -3.79227 -0.11858 -0.175 1.516 0.263
H 3.52492 -2.87048 2.03594 -0.254 0.609 -1.732
H 3.99329 -1.57197 0.84753 -0.607 -1.398 -0.176
H 3.99962 -4.26344 -0.64653 0.659 0.809 1.466
H 4.69681 -4.59551 1.01598 -0.109 1.198 -0.890
H 5.20913 -2.53177 -3.14299 1.279 0.073 1.006
H 6.04797 -1.48181 -1.81390 0.122 -0.952 -1.176
H 8.38766 -2.17384 -2.73822 -1.247 -0.347 -0.923
H 7.33602 -1.47116 -4.12310 0.379 -1.192 0.940
H 7.52170 -3.31983 -3.99131 0.154 1.499 0.988
C -5.69686 -2.42832 -5.42912 -0.035 -0.989 -0.417
C -6.49831 -1.17708 -5.26264 -0.585 0.083 0.434
O -5.60615 -0.31285 -4.58793 0.372 -0.245 -0.561
C -4.35965 -0.70023 -4.97828 1.308 0.536 0.160
O -3.37282 -0.04031 -4.82777 -0.692 -0.599 0.066
O -4.37422 -1.92868 -5.56660 -0.077 0.739 0.259
F -7.57539 -1.39000 -4.46965 -0.128 0.110 -0.038
H -5.74822 -3.08169 -4.55360 -0.139 0.187 0.036
H -5.99370 -2.99887 -6.31003 0.227 0.090 0.016
H -6.81632 -0.71745 -6.20276 -0.128 0.018 0.143
C 3.08959 -0.36556 7.00003 0.566 0.215 0.898
C 2.57864 -1.56970 6.27678 -0.443 -0.709 0.608
O 1.79126 -1.01010 5.24120 0.611 0.640 -0.468
C 2.35374 0.19707 4.97099 0.123 0.659 0.017
O 2.12875 0.83871 3.97633 0.409 -0.806 1.227
O 3.20439 0.59012 5.95144 -0.651 -0.223 -0.996
F 1.77938 -2.31318 7.07295 0.058 -0.092 -0.161
H 2.38807 0.00396 7.75276 -0.090 -0.192 -0.128
H 4.05379 -0.54393 7.47712 -0.013 0.184 -0.216
H 3.36011 -2.20093 5.84417 -0.153 -0.079 0.029
C -6.07176 -0.10991 5.16185 0.025 -0.923 -0.381
C -6.88870 1.13309 5.32175 -0.587 0.114 0.521
O -6.01408 2.00769 6.00463 0.307 -0.310 -0.623
C -4.75907 1.63622 5.62663 1.396 0.733 0.301
O -3.78364 2.30771 5.78504 -0.769 -0.578 -0.125
O -4.75336 0.40635 5.03749 -0.170 0.580 0.214
F -7.97062 0.90737 6.10370 -0.135 0.101 -0.079
H -6.12434 -0.76457 6.03615 -0.170 0.203 0.037
H -6.35384 -0.68298 4.27749 0.216 0.100 0.007
H -7.20262 1.58987 4.37863 -0.135 0.009 0.128
C -2.82418 4.89091 2.29599 -0.484 0.191 1.090
C -1.42543 5.04162 1.79383 0.341 -0.130 0.362
O -1.42756 4.29011 0.59519 -0.358 0.328 -0.111
C -2.70692 4.35455 0.13339 -1.043 -0.378 -1.247
O -3.03225 4.06710 -0.98409 0.344 0.179 0.985
O -3.57075 4.79154 1.09127 0.702 -0.346 -0.770
F -0.54008 4.48053 2.65089 0.333 -0.061 0.039
H -2.96739 3.97936 2.88438 0.300 -0.050 -0.091
H -3.14489 5.74463 2.88953 -0.080 -0.137 -0.269
H -1.13297 6.07362 1.58065 0.149 -0.114 0.076
C 7.14904 6.08518 -0.21426 0.795 0.536 -0.326
C 6.20023 4.98479 -0.57018 0.178 -0.655 0.043
O 5.29908 4.96996 0.51928 0.135 0.580 -0.407
C 5.27200 6.25299 0.98372 -0.916 0.969 1.182
O 4.43274 6.68247 1.71614 0.696 -0.454 -0.571
O 6.31529 6.98462 0.50312 -0.537 -0.493 0.088
F 6.83714 3.78944 -0.61887 -0.109 -0.172 -0.137
H 7.96196 5.74718 0.43440 -0.141 -0.212 -0.072
H 7.57908 6.56556 -1.09406 -0.146 0.126 0.148
H 5.64918 5.14891 -1.50075 0.059 -0.178 0.017
C 1.44118 -7.57841 -4.19094 -0.934 -0.273 -0.515
C 2.54463 -8.29091 -3.47461 0.487 -0.634 -0.396
O 3.45238 -7.24990 -3.16586 -0.727 0.465 0.309
C 2.69013 -6.13206 -3.03850 0.447 1.031 0.361
O 3.05763 -5.11566 -2.52325 -0.281 -0.548 -0.370
O 1.44720 -6.30297 -3.56041 0.684 -0.020 0.310
F 3.16245 -9.17503 -4.28982 0.022 -0.060 0.146
H 1.63954 -7.45608 -5.25917 0.199 -0.132 0.116
H 0.47690 -8.07352 -4.06864 0.023 0.240 0.104
H 2.23356 -8.79177 -2.55336 0.132 -0.082 -0.089
C -7.47993 7.19695 0.58314 -0.932 -0.346 0.164
C -6.52057 7.56081 -0.50502 -0.081 0.586 -0.520
O -5.37141 7.97674 0.20558 -0.140 -0.704 0.339
C -5.39369 7.27848 1.37323 0.811 -0.081 0.918
O -4.45434 7.16361 2.10446 -0.900 0.499 -0.471
O -6.61329 6.71942 1.60370 0.693 0.235 -0.181
F -6.98133 8.60658 -1.23083 0.066 -0.027 -0.153
H -8.04059 8.05841 0.95630 0.151 0.075 -0.196
H -8.18662 6.42541 0.27499 0.172 -0.053 0.178
H -6.26086 6.73346 -1.17169 0.000 0.159 -0.077
```
Positions in Å, forces in eV/Å.

- Calculated total energy: -5903.42213 a.u.
- Charge: +1
- Frontier orbital gap: 7.20 eV

Mulliken population analysis, charges in e, atoms 1 to 8: -0.879, -0.118, 0.231, 1.144, -3.181, 0.952, 0.553, 0.056